(1)
Molecular formula: C25H25Cl3N4O3S5SiTc
Method: DFT, ωB97M-V with the def2-TZVPD basis set

Geometry as XYZ:
```
67
Properties=species:S:1:pos:R:3
Tc -1.3342 0.5167 -0.0044
C -5.1932 -0.6198 -1.3592
C -4.8446 -0.6559 0.1183
S -3.1326 -1.0398 0.5499
C -2.7147 -2.4920 -0.4436
C -2.1404 -2.2667 -1.8453
S -1.3035 -0.6730 -2.1263
C -2.1161 0.0451 -3.5771
C -3.6354 0.0111 -3.6253
S -4.4548 0.7929 -2.2202
H -6.2781 -0.5370 -1.4335
H -4.9138 -1.5418 -1.8668
H -5.4480 -1.3982 0.6426
H -5.0300 0.3134 0.5839
H -3.6143 -3.1065 -0.4936
H -1.9908 -3.0177 0.1745
H -2.9022 -2.3636 -2.6150
H -1.3866 -3.0272 -2.0396
H -1.6883 -0.4588 -4.4446
H -1.7611 1.0761 -3.5764
H -4.0263 -0.9972 -3.7489
H -3.9330 0.5570 -4.5220
N 2.2988 2.4291 0.8675
C 3.1571 2.5183 -0.2205
C 4.4875 2.8640 -0.0339
C 5.3245 2.9058 -1.1249
C 4.8579 2.6105 -2.4197
C 3.5436 2.2857 -2.6227
C 2.6755 2.2431 -1.5167
S 1.0616 1.8204 -1.7827
N 0.4069 1.6947 -0.2778
C 1.0370 1.9912 0.8306
C 0.2708 1.8230 2.0921
C 0.7395 2.2076 3.3270
C -0.0967 2.0802 4.4311
C -1.3644 1.5672 4.2548
C -1.7565 1.1691 2.9854
N -0.9606 1.2920 1.9255
H 2.7105 2.6129 1.7714
H 4.8651 3.0648 0.9603
H 6.3664 3.1568 -0.9804
H 5.5414 2.6358 -3.2565
H 3.1739 2.0474 -3.6117
H 1.7282 2.6235 3.4637
H 0.2454 2.3866 5.4100
H -2.0510 1.4616 5.0823
H -2.7328 0.7417 2.8067
O 4.0754 -0.2566 0.6250
S 3.2976 -1.1748 -0.1706
O 3.7218 -1.4397 -1.5103
N 1.7403 -0.6469 -0.1537
C 0.9943 -1.4139 0.5905
O -0.2346 -1.1517 0.8624
C 1.6602 -2.6312 1.1334
C 1.1293 -3.6603 1.8867
C 1.9698 -4.7141 2.2328
C 3.3015 -4.7283 1.8298
C 3.8387 -3.6878 1.0752
C 2.9913 -2.6536 0.7473
H 0.0939 -3.6392 2.2010
H 1.5855 -5.5366 2.8204
H 3.9323 -5.5629 2.1042
H 4.8736 -3.6978 0.7619
Cl -4.3814 2.9519 0.4027
Si -2.4774 2.7137 -0.3364
Cl -2.4019 3.4024 -2.2846
Cl -1.3979 4.1774 0.6940
```

Orbital gap (alpha / beta)   7.1 / 5.4 eV
LUMO (alpha / beta)   -6.7 / -8.5 eV
Energy relative to the best compared isomer or geometry (same formula, charge and spin)   0.3241 eV
Net charge   +2
⟨S²⟩   3.779
Multiplicity   4

natural (NBO) population analysis, charges in e, atoms 1 to 8:
1 Tc 0.47
2 C -0.55
3 C -0.54
4 S 0.45
5 C -0.56
6 C -0.54
7 S 0.42
8 C -0.52



(2)
Molecular formula: C13H16BrO9RhS2
Method: DFT, ωB97M-V with the def2-TZVPD basis set

Geometry as XYZ:
```
42
Properties=species:S:1:pos:R:3
Rh 0.3935 -0.6502 0.3527
O 2.4512 -0.6293 -3.4839
C 2.1745 -0.2053 -2.1742
O 1.1172 -0.7891 -1.6767
C 3.4641 -0.2938 -1.3895
O 3.2837 0.3168 -0.1361
C 3.0779 1.7066 -0.2430
C 2.3477 2.1901 -1.4854
O 2.2341 3.3842 -1.6717
O 1.9191 1.3072 -2.3667
H 1.5806 -0.9015 -3.8040
H 4.2815 0.1777 -1.9509
H 3.6923 -1.3428 -1.2118
H 4.0340 2.2404 -0.2309
H 2.4961 2.0057 0.6258
O -0.3642 -0.6155 2.8177
S 1.0878 -0.6675 3.1033
O 1.7598 0.5619 2.6761
O 1.4034 -1.0777 4.4572
S 1.7045 -2.1410 1.7506
C -2.2352 1.6426 1.6633
C -0.8133 2.0048 1.2728
C -0.7241 3.4344 0.7622
O -0.3546 1.1281 0.2565
H -2.5962 2.3054 2.4584
H -2.2718 0.6136 2.0211
H -2.8966 1.7454 0.7952
H -0.1835 1.9075 2.1572
H -1.3795 3.5657 -0.1059
H 0.2907 3.6740 0.4428
H -1.0285 4.1392 1.5445
Br -5.1237 -4.4175 -1.3934
C -3.5844 -3.3785 -0.9260
C -3.6778 -1.9972 -0.9233
C -2.5504 -1.2556 -0.5732
C -1.3396 -1.8552 -0.2243
C -1.2996 -3.2520 -0.2466
C -2.4063 -4.0260 -0.5945
H -4.6074 -1.5095 -1.1889
H -2.6202 -0.1721 -0.5799
H -0.3824 -3.7660 0.0265
H -2.3542 -5.1078 -0.6030
```

Orbital gap (alpha / beta)   5.4 / 6.4 eV
LUMO (alpha / beta)   4.1 / 4.1 eV
Energy relative to the best compared isomer or geometry (same formula, charge and spin)   0.1633 eV
Net charge   -2
⟨S²⟩   6.013
Multiplicity   5

natural (NBO) population analysis, charges in e, atoms 1 to 8:
1 Rh 1.37
2 O -0.74
3 C 0.73
4 O -0.83
5 C -0.13
6 O -0.51
7 C -0.20
8 C 0.78



(3)
Molecular formula: C30H66N4NbO5
Method: DFT, ωB97M-V with the def2-TZVPD basis set

Geometry as XYZ:
```
106
Properties=species:S:1:pos:R:3
C 6.2762 -0.3771 0.3943
C 5.1570 -0.5041 -0.0083
C 3.7936 -0.6817 -0.4871
C 3.4475 -2.1481 -0.8738
C 2.1128 -2.6238 -0.2998
Nb 1.4084 -4.7304 -0.9118
C 1.2396 -5.4692 1.2198
C -0.6956 -3.8684 -1.1259
C -1.7266 -4.9920 -0.9479
C -2.7962 -4.7442 0.1303
C -2.3125 -4.1912 1.4837
C -3.1212 -2.9980 2.0309
C -2.2664 -1.8424 2.5464
C -1.3706 -1.2063 1.4718
C -1.4897 0.3202 1.4141
C -2.6986 0.7580 0.5904
C -2.5155 0.4817 -0.9094
C -3.4728 -0.5435 -1.4688
O -4.7964 -0.0813 -1.2978
C -5.7494 -1.0288 -1.7036
H 7.2839 -0.3201 0.7330
H 3.1151 -0.3621 0.3017
H 3.6460 -0.0103 -1.3325
H 4.2355 -2.8116 -0.5402
H 3.3822 -2.2047 -1.9554
H 1.3227 -1.9375 -0.6163
H 2.1485 -2.5963 0.7923
H 1.7703 -4.3699 -2.6951
H 1.0503 -6.4377 -1.5112
H 3.2003 -5.1846 -0.9358
H 1.0800 -4.6138 1.8793
H 2.1243 -5.9897 1.5824
H 0.3876 -6.1409 1.3439
H -0.8396 -3.0629 -0.4150
H -0.7706 -3.4165 -2.1151
H -1.2679 -5.9651 -0.7667
H -2.2500 -5.1062 -1.8965
H -3.2726 -5.7053 0.3262
H -3.5807 -4.1127 -0.2856
H -1.2562 -3.9471 1.4554
H -2.4109 -4.9957 2.2091
H -3.7448 -3.3344 2.8577
H -3.7829 -2.6066 1.2594
H -2.9489 -1.0744 2.9156
H -1.6710 -2.1701 3.3966
H -0.3335 -1.4938 1.6125
H -1.7027 -1.5912 0.5125
H -0.5856 0.7342 0.9730
H -1.5944 0.7097 2.4264
H -2.8503 1.8193 0.7491
H -3.5659 0.1976 0.9366
H -1.5028 0.1438 -1.1220
H -2.6632 1.4035 -1.4722
H -3.2731 -0.7233 -2.5300
H -3.3440 -1.5060 -0.9620
H -6.7406 -0.6310 -1.5300
H -5.6364 -1.9731 -1.1652
H -5.6687 -1.2503 -2.7716
C 9.3785 0.2949 3.5234
O 9.2405 0.2009 2.3206
N 8.5589 -0.2596 4.4320
C 8.7772 -0.1132 5.8545
C 7.4143 -1.0286 3.9614
H 10.2111 0.8591 3.9803
H 8.9172 -1.0883 6.3261
H 7.9262 0.3822 6.3267
H 9.6682 0.4872 6.0272
H 7.7481 -1.8658 3.3491
H 6.7659 -0.4030 3.3485
H 6.8582 -1.4032 4.8162
C -1.5529 5.1225 1.2409
O -1.5211 3.9561 0.9130
N -2.6318 5.7207 1.7859
C -2.6342 7.1156 2.1674
C -3.8258 4.9168 1.9911
H -0.6905 5.8014 1.1217
H -2.8264 7.2250 3.2371
H -3.4008 7.6669 1.6180
H -1.6644 7.5548 1.9433
H -3.6112 4.0756 2.6505
H -4.1824 4.5129 1.0433
H -4.6001 5.5374 2.4353
C -8.2602 0.9150 -4.3672
O -8.3353 0.1111 -3.4598
N -7.4117 1.9594 -4.3867
C -7.3585 2.8867 -5.4951
C -6.5195 2.1529 -3.2501
H -8.8917 0.8521 -5.2711
H -6.3655 2.8890 -5.9496
H -7.5909 3.9010 -5.1627
H -8.0849 2.5941 -6.2507
H -5.8708 1.2909 -3.1075
H -7.0949 2.2870 -2.3339
H -5.9100 3.0356 -3.4267
C 6.0258 4.7629 -2.7880
O 5.5240 5.6099 -3.5060
N 5.3788 3.6999 -2.2884
C 6.0298 2.7236 -1.4308
C 3.9750 3.5221 -2.6187
H 7.0849 4.8043 -2.4796
H 5.9881 1.7303 -1.8781
H 5.5345 2.6793 -0.4603
H 7.0715 2.9993 -1.2826
H 3.8449 3.4341 -3.6974
H 3.3917 4.3783 -2.2791
H 3.6090 2.6201 -2.1356
```

Orbital gap   6.3 eV
LUMO   1.8 eV
Net charge   -1

Mulliken population analysis, charges in e, atoms 1 to 8:
1 C 0.15
2 C -0.75
3 C -0.24
4 C -0.78
5 C -0.40
6 Nb -0.81
7 C -1.12
8 C -0.41



(4)
Molecular formula: C7H17N
Method: DFT, ωB97M-V with the def2-TZVPD basis set

Geometry as XYZ:
```
25
Properties=species:S:1:pos:R:3
C -3.3757 0.2668 0.7297
C -3.3260 0.5652 -0.6809
C -3.3334 1.0973 1.8535
N 2.4393 -0.9486 -0.6241
C 2.8489 0.0985 0.2243
C 3.7979 -0.3701 1.3518
C 1.3326 -0.5611 -1.5578
C 0.1623 0.3311 -1.0272
H -3.4068 -0.7683 0.9706
H -4.1187 -2.2947 -1.5832
H -3.5219 -0.2231 -1.3664
H -3.4898 1.6119 -0.7912
H -4.2939 -2.8410 -1.1315
H -3.5401 2.1360 1.7127
H -3.3838 0.6550 2.8636
H 1.9948 0.4904 0.7598
H 3.4949 1.0114 -0.2796
H 3.1925 -0.9435 1.9900
H 4.5000 -1.0945 0.9383
H 4.3480 0.4053 1.8576
H 1.8085 0.0645 -2.3148
H 1.0119 -1.5154 -1.9814
H 0.1213 -0.0844 0.0042
H -0.7794 0.0400 -1.5292
H 0.3476 1.4242 -1.1112
```

Orbital gap (alpha / beta)   4.6 / 3.0 eV
LUMO (alpha / beta)   3.4 / 2.0 eV
Energy relative to the best compared isomer or geometry (same formula, charge and spin)   4.0671 eV
Net charge   -1
⟨S²⟩   0.792
Multiplicity   2

natural (NBO) population analysis, charges in e, atoms 1 to 8:
1 C -0.25
2 C -0.33
3 C -0.37
4 N -0.80
5 C -0.20
6 C -0.62
7 C -0.23
8 C -0.67